Entry from the OMol25 dataset: an isolated ion of composition C8H10O5P and charge -1 in a non-equilibrium geometry (wB97M-V/def2-TZVPD).

Geometry as XYZ:
```
24
Properties=species:S:1:pos:R:3:forces:R:3:mulliken_charge:R:1
C -2.298213 -1.879370 -2.121965 1.147 -1.368 -3.801 -0.6490
O -2.589375 -0.553570 -1.928502 0.402 1.140 0.719 -0.3342
P -1.417052 0.641681 -2.196563 -0.605 1.032 -1.226 0.8178
O -2.092696 1.968743 -1.864276 1.083 -2.218 0.196 -0.7694
O -0.837412 0.440403 -3.586521 -0.246 -0.203 1.909 -0.7737
C -0.156580 0.118140 -0.871919 -1.566 2.320 3.250 -0.5446
C -0.585387 -0.325253 0.565980 1.703 -1.131 1.698 0.1313
C 0.322709 -1.283490 1.397512 -2.755 1.466 -1.717 -0.7901
C 1.013210 -1.005131 2.485102 1.954 1.202 0.357 -0.1368
C 1.477759 0.288540 3.112080 -0.265 -1.520 1.516 -0.3463
C 1.568655 1.473055 2.567030 -1.696 0.218 -4.743 0.3442
O 2.068361 2.613391 3.101168 -0.247 -0.114 -1.099 -0.5157
O 1.186389 1.580483 1.089451 0.365 0.025 1.719 -0.4181
C -0.046042 1.061087 0.471970 -2.817 0.546 0.196 -0.2637
H -1.850257 -2.064992 -3.220324 -0.968 0.473 1.992 0.2340
H -3.162153 -2.532590 -2.062768 -0.621 0.322 0.085 0.2905
H -1.562332 -2.371585 -1.517237 0.759 0.334 1.077 0.2287
H 0.858159 -0.055588 -1.023364 1.476 -1.066 -1.075 0.5213
H -1.646895 -0.591341 0.911413 1.301 1.022 -1.162 0.3276
H 0.002485 -2.276583 1.173371 0.769 -1.055 -0.036 0.3415
H 1.601180 -1.841472 2.817535 -0.179 -0.449 0.865 0.3058
H 1.806369 0.272594 4.174651 -0.217 -0.337 -0.805 0.2571
H 2.197699 3.264523 2.376701 -0.285 -0.653 0.434 0.3552
H -0.933005 1.746575 0.564797 1.508 0.014 -0.350 0.3866
```
Positions in Å, forces in eV/Å.

## Properties
Orbital gap: 8.050 eV
Total energy: -1028.39963 hartree
LUMO energy: 2.86 eV
SMILES: CO[P@](=O)([O-])[C@@H]1[C@H]2C=CC=C(O)O[C@H]21
Relative energy (zero: lowest compared OMol25 entry of this formula, charge and spin): 31.33 kcal/mol
M: 217.1 g mol⁻¹
Total charge: -1

Entry from the OMol25 dataset: C8H10O5PTl as an isolated structure in a non-equilibrium geometry (wB97M-V/def2-TZVPD).

Geometry as XYZ:
```
25
Properties=species:S:1:pos:R:3:forces:R:3:mulliken_charge:R:1
O 0.176935 4.992645 -1.747247 -0.837 -2.642 1.402 -0.0412
C -0.129246 4.012109 -1.252916 0.923 2.946 -1.562 0.1084
Tl -0.783197 1.472565 -0.381408 0.126 -0.520 0.828 0.9007
O 1.418703 1.309779 -3.440066 -2.553 -1.521 2.514 -0.0899
C 0.663694 0.901092 -2.676435 2.755 1.608 -2.728 0.1601
C 0.435047 -1.538686 -0.487346 2.940 -2.973 -0.174 0.1859
O 1.246002 -2.355594 -0.536073 -2.814 2.788 0.178 -0.1737
C -0.854023 0.323089 2.277718 0.826 -1.851 1.892 -0.0178
O -0.639000 -0.777761 2.678800 -0.681 2.798 -1.527 -0.1768
C 2.033679 0.746168 0.609139 2.641 -0.774 0.763 0.1506
O 3.056563 0.371405 0.943271 -2.502 0.921 -0.781 -0.0996
H -0.976885 1.247359 2.924689 -0.046 -0.537 -0.214 0.3425
C -4.130869 0.301776 -0.984666 0.011 0.533 0.190 -1.2382
P -2.505961 -0.515207 -0.916806 -2.075 -0.598 -1.104 0.6851
C -2.887184 -2.025689 -0.006699 0.641 -0.170 0.662 -1.0994
C -2.304938 -1.072742 -2.621121 0.623 0.264 -0.165 -1.1840
H -4.495799 0.572641 0.011785 0.058 -0.126 -0.116 0.3978
H -4.837552 -0.397025 -1.448848 0.121 0.096 0.118 0.4051
H -4.101381 1.216775 -1.585360 0.016 -0.156 0.002 0.4186
H -3.739068 -2.503442 -0.511216 0.155 0.223 0.047 0.4184
H -2.032173 -2.708187 -0.020761 -0.188 0.034 0.055 0.3800
H -3.150085 -1.803513 1.032552 -0.005 -0.103 -0.171 0.3923
H -3.217989 -1.625094 -2.873855 0.202 0.069 -0.067 0.4348
H -2.183035 -0.208237 -3.292048 -0.111 -0.381 0.110 0.3812
H -1.429198 -1.727274 -2.697781 -0.226 0.074 -0.152 0.3589
```
Positions in Å, forces in eV/Å.

## Properties
Orbital gap (alpha / beta): 7.671 / 5.468 eV
Total energy: -1200.11781 hartree
LUMO energy (alpha / beta): -8.95 / -10.72 eV
Relative energy (zero: lowest compared OMol25 entry of this formula, charge and spin): 7.65 kcal/mol
M: 421.5 g mol⁻¹
Total charge: +2

Entry from the OMol25 dataset: C8H10O5STl as an isolated structure in a non-equilibrium geometry (wB97M-V/def2-TZVPD).

Geometry as XYZ:
```
25
Properties=species:S:1:pos:R:3:forces:R:3:mulliken_charge:R:1
Tl 1.943684 -0.785932 -0.848576 -0.689 0.062 0.427 0.9327
O 1.551196 0.629438 2.889423 -0.852 -0.809 -2.744 -0.1103
C 1.274916 0.306903 1.830386 1.229 0.754 2.974 0.1985
C -0.797794 -0.663718 -1.651752 -1.588 -0.430 -2.700 0.2336
O -1.647869 -0.741768 -2.404204 1.783 0.193 1.776 -0.1608
C -0.036038 -2.256031 0.693400 -0.461 -2.641 1.448 0.1781
O -0.517135 -3.098030 1.287446 1.007 2.012 -1.348 -0.0868
C 0.592196 1.852997 -0.667023 0.134 3.399 -0.993 0.1708
O 0.520889 2.968946 -0.900882 0.080 -3.026 0.729 -0.1292
C 4.587599 -1.375231 -1.640769 1.301 0.464 1.910 -0.4873
H 5.045299 -0.397023 -1.480106 -0.036 -0.118 -0.113 0.4194
H 4.772964 -2.125612 -0.869094 0.007 0.016 -0.185 0.4394
C 3.906678 -1.666246 -2.773304 -0.887 -0.604 -2.118 -0.4403
H 3.516380 -2.666368 -2.971147 0.089 0.087 0.088 0.4151
H 3.792254 -0.937691 -3.577883 0.050 -0.035 0.133 0.3938
C -4.027282 1.105717 0.589402 -0.658 0.169 -1.041 -1.2051
S -2.256751 0.775092 0.536914 -1.458 -0.454 2.179 0.9381
C -1.824538 1.445737 2.170821 0.598 0.818 -0.150 -0.9064
O -2.053565 -0.713736 0.603282 -0.217 0.842 -0.277 -0.2612
H -4.188340 2.194425 0.624108 0.301 -0.233 -0.070 0.4856
H -4.425244 0.638626 1.494159 0.203 -0.146 -0.062 0.4638
H -4.491378 0.702124 -0.321258 0.121 0.042 0.262 0.3895
H -2.751674 1.873030 2.583648 0.344 -0.286 -0.070 0.4385
H -1.377367 0.678633 2.811537 -0.292 -0.023 -0.275 0.3257
H -1.109078 2.255718 1.991476 -0.108 -0.052 0.220 0.3647
```
Positions in Å, forces in eV/Å.

## Properties
Orbital gap (alpha / beta): 6.899 / 7.421 eV
Total energy: -1256.35400 hartree
LUMO energy (alpha / beta): -15.39 / -14.31 eV
Relative energy (zero: lowest compared OMol25 entry of this formula, charge and spin): 0.00 kcal/mol
M: 422.6 g mol⁻¹
Total charge: +3

Entry from the OMol25 dataset: a 2-piece molecular cluster, C8H10OS overall in a non-equilibrium geometry (wB97M-V/def2-TZVPD).

Geometry as XYZ:
```
20
Properties=species:S:1:pos:R:3:forces:R:3:mulliken_charge:R:1
C -1.835031 0.709831 2.290282 -2.154 1.018 -0.273 -0.3655
C -1.242657 -0.503061 2.165089 -0.245 -0.820 1.333 -0.5614
C -1.582467 1.712668 1.383766 0.454 -0.438 -0.998 -0.4189
C -0.375097 -0.716843 1.134114 2.005 0.549 -0.936 -0.2503
C -0.714812 1.484833 0.304726 0.244 -1.186 1.528 -0.4560
C -0.064528 0.269443 0.179734 0.887 -1.566 -0.824 0.3943
C 0.411198 -1.146323 -2.334549 0.674 -1.884 0.072 -0.9849
C 1.364608 -0.398769 -1.442343 -1.250 2.271 1.800 0.4758
O 2.467412 -1.089524 -0.938690 -0.234 1.985 -2.134 -0.5302
S 1.965907 1.157863 -2.047643 1.754 0.096 1.197 -0.3101
H -2.686413 0.755161 2.960946 0.348 0.545 0.423 0.3102
H -1.505724 -1.176176 2.998107 0.631 -0.300 -0.861 0.3068
H -2.031233 2.684200 1.369777 -0.400 0.327 0.552 0.3674
H 0.372221 -1.474991 1.196656 -0.126 -1.332 -0.075 0.1739
H -0.455469 2.361779 -0.164730 0.641 1.540 -1.953 0.3995
H -0.576520 -0.629031 -2.427239 0.752 -0.982 0.484 0.3237
H 0.807633 -1.292905 -3.367114 0.060 0.405 0.616 0.3752
H 0.507511 -2.234210 -1.895308 -1.320 1.931 -0.773 0.2306
H 2.124641 -1.633467 -0.293565 -0.952 -2.361 2.436 0.3571
H 3.048823 1.159520 -1.072017 -1.769 0.202 -1.612 0.1628
```
Positions in Å, forces in eV/Å.

## Properties
Orbital gap: 9.028 eV
Total energy: -784.11998 hartree
LUMO energy: 0.67 eV
Relative energy (zero: lowest compared OMol25 entry of this formula, charge and spin): 64.36 kcal/mol
M: 154.2 g mol⁻¹